DFT (the ωB97M-V functional and the def2-TZVPD basis) results for a structure of composition C24H29BCl2F4N7O10SSr.

Each line ends with the Mulliken charge.
Atoms and positions in Å:
Sr: 0.90 -0.57 0.66  1.68
O: 0.21 -2.30 4.09  -0.66
Cl: 0.87 -1.10 3.71  1.89
O: 1.38 -0.40 4.83  -0.71
O: -0.04 -0.24 2.94  -0.72
O: 1.96 -1.40 2.77  -0.77
O: -1.16 -2.74 -2.34  -0.70
Cl: -0.04 -1.87 -2.44  1.73
O: 0.12 -1.39 -3.77  -0.79
O: 1.16 -2.50 -1.97  -0.67
O: -0.26 -0.70 -1.56  -0.44
N: 2.04 0.87 -4.76  -0.15
C: 3.35 0.80 -4.48  0.02
O: 4.22 1.26 -5.20  -0.70
C: 3.69 0.16 -3.16  0.35
C: 4.85 -0.58 -3.04  -0.30
C: 5.13 -1.19 -1.83  -0.98
C: 4.22 -1.03 -0.79  -0.68
N: 3.12 -0.31 -0.89  0.63
C: 2.86 0.30 -2.06  -0.48
H: 1.76 1.34 -5.60  0.21
H: 1.35 0.36 -4.23  0.16
H: 5.51 -0.67 -3.89  0.48
H: 6.02 -1.79 -1.68  0.42
H: 4.40 -1.50 0.17  0.51
H: 1.97 0.92 -2.10  0.38
C: -3.25 1.17 -1.36  -0.91
N: -3.87 1.05 -0.06  0.30
C: -5.03 1.88 0.20  -0.69
C: -5.93 1.19 1.20  -0.70
C: -5.13 0.91 2.46  -0.67
N: -3.85 0.30 2.16  0.39
C: -3.18 -0.32 3.28  -0.75
C: -3.22 0.38 0.94  0.35
O: -2.13 -0.15 0.73  -0.17
H: -3.95 0.84 -2.13  0.29
H: -2.35 0.55 -1.40  -0.07
H: -2.96 2.20 -1.57  0.41
H: -5.55 2.04 -0.75  0.39
H: -4.73 2.87 0.58  0.29
H: -6.28 0.24 0.78  0.29
H: -6.80 1.79 1.44  0.38
H: -5.68 0.24 3.12  0.35
H: -4.97 1.85 3.02  0.33
H: -3.71 -1.24 3.59  0.30
H: -3.17 0.36 4.13  0.34
H: -2.16 -0.57 3.02  -0.09
F: 3.52 2.61 0.04  -0.47
B: 3.13 2.24 1.34  0.54
F: 1.77 1.71 1.23  -0.37
F: 3.95 1.26 1.85  -0.34
F: 3.05 3.38 2.13  -0.36
N: -1.82 -4.37 1.16  0.08
C: -1.37 -3.13 0.85  -1.48
N: -0.07 -3.03 0.89  0.93
C: 0.38 -4.29 1.25  0.09
C: 1.67 -4.76 1.45  -0.66
C: 1.83 -6.09 1.80  -0.73
C: 0.73 -6.94 1.95  -0.36
C: -0.56 -6.49 1.76  -1.19
C: -0.71 -5.16 1.41  0.88
H: -2.78 -4.66 1.13  0.24
H: -2.04 -2.32 0.60  0.56
H: 2.52 -4.10 1.35  0.43
H: 2.83 -6.48 1.97  0.39
H: 0.89 -7.97 2.23  0.37
H: -1.41 -7.15 1.88  0.39
S: -0.26 2.81 -2.23  -0.39
C: 0.44 4.25 -1.74  0.46
N: 1.41 4.23 -0.77  0.15
C: 2.05 5.31 -0.27  -0.09
C: 1.73 6.56 -0.73  -0.82
C: 0.75 6.65 -1.73  0.02
C: 0.12 5.55 -2.22  -0.78
H: 1.70 3.32 -0.43  -0.11
H: 2.78 5.08 0.49  0.44
H: 2.24 7.43 -0.33  0.40
H: 0.48 7.63 -2.12  0.35
H: -0.64 5.62 -2.98  0.38

Computed properties:
Net charge: -1
E_LUMO, eV: 2.23
HOMO, eV: -5.5
Kohn-Sham gap, hartree: 0.2828
Spin multiplicity: 1
Electronic energy, a.u.: -3841.36661